Record 1
71
Properties=species:S:1:pos:R:3:lowdin_charge:R:1 method="wB97M-V/def2-TZVPD" smiles=CO[C@@H](CN)C[C@@H](C)F.CO.CO.CO.CO.CO.CO.CO.CO homo_ev=-8.9 total_charge=0 e_lumo_ev=0.564 total_energy_ha=-1392.609627
C -2.955 -1.215 -1.395 -0.093
O -2.019 -1.900 -0.583 -0.163
C -0.900 -1.118 -0.209 -0.355
C -1.251 -0.125 0.907 -0.199
N -1.680 -0.807 2.140 0.039
C 0.182 -2.099 0.244 -0.080
C 1.593 -1.857 -0.296 -0.362
C 2.051 -0.415 -0.372 -0.039
F 2.475 -2.513 0.578 -0.042
H -3.665 -0.630 -0.806 0.085
H -2.475 -0.596 -2.158 0.095
H -3.540 -1.967 -1.914 0.072
H -0.559 -0.517 -1.058 0.130
H -0.348 0.474 1.082 0.111
H -2.060 0.535 0.593 0.100
H -0.875 -1.096 2.681 0.048
H -2.146 -0.122 2.729 0.036
H 0.262 -2.186 1.326 0.112
H -0.144 -3.077 -0.113 0.119
H 1.709 -2.313 -1.282 0.142
H 1.471 0.175 -1.077 0.078
H 2.085 0.072 0.602 0.086
H 3.075 -0.411 -0.752 0.073
C 6.155 0.854 -0.439 -0.167
O 5.139 1.769 -0.050 -0.130
H 5.864 -0.141 -0.110 0.075
H 6.282 0.852 -1.524 0.068
H 7.107 1.114 0.031 0.076
H 5.425 2.642 -0.337 0.053
C -3.689 0.685 5.799 -0.143
O -3.289 1.023 4.468 -0.139
H -3.133 -0.197 6.099 0.071
H -3.462 1.496 6.493 0.080
H -4.758 0.459 5.824 0.078
H -3.780 1.807 4.209 0.071
C -6.394 -0.129 -3.151 -0.148
O -5.464 -1.197 -3.297 -0.131
H -5.853 0.715 -2.731 0.069
H -6.816 0.163 -4.117 0.074
H -7.204 -0.402 -2.470 0.077
H -5.933 -1.952 -3.664 0.077
C -4.192 2.953 0.395 -0.160
O -3.956 2.493 -0.930 -0.133
H -4.191 2.082 1.047 0.069
H -3.406 3.641 0.717 0.078
H -5.164 3.449 0.470 0.076
H -3.961 3.256 -1.515 0.073
C -0.140 -0.231 5.519 -0.153
O -0.594 0.416 6.702 -0.127
H -0.915 -0.099 4.770 0.043
H 0.787 0.218 5.152 0.082
H 0.017 -1.301 5.686 0.083
H 0.084 0.312 7.376 0.074
C 6.335 3.608 -3.088 -0.142
O 7.306 3.372 -2.066 -0.134
H 5.369 3.733 -2.604 0.077
H 6.574 4.519 -3.643 0.077
H 6.282 2.763 -3.777 0.061
H 8.158 3.257 -2.495 0.077
C 4.909 1.144 -6.554 -0.156
O 5.903 0.906 -5.562 -0.135
H 3.959 1.262 -6.040 0.078
H 5.122 2.057 -7.117 0.075
H 4.834 0.303 -7.247 0.075
H 6.746 0.796 -6.012 0.073
C -1.898 -5.458 1.465 -0.172
O -2.902 -4.515 1.811 -0.130
H -2.224 -6.433 1.819 0.072
H -1.761 -5.501 0.380 0.073
H -0.946 -5.208 1.942 0.072
H -2.622 -3.646 1.497 0.050

***

Record 2
14
Properties=species:S:1:pos:R:3:nbo_charge:R:1 method="wB97M-V/def2-TZVPD" smiles=Cc1ccccn1 homo_ev=-9.2 relative_energy_ev=0.707 total_charge=0 e_lumo_ev=0.851 total_energy_ha=-287.561269
C 2.159 -0.074 -0.404 -0.642
C 0.701 -0.162 -0.076 0.212
C -0.319 -0.489 -0.975 -0.277
C -1.628 -0.472 -0.507 -0.140
C -1.874 0.270 0.645 -0.288
C -0.792 0.562 1.461 0.034
N 0.451 0.185 1.187 -0.433
H 2.322 0.375 -1.387 0.215
H 2.626 -1.060 -0.358 0.224
H 2.617 0.560 0.361 0.237
H -0.140 -0.633 -2.037 0.222
H -2.433 -0.982 -1.035 0.216
H -2.846 0.723 0.789 0.223
H -0.844 1.197 2.336 0.196

***

Record 3
80
Properties=species:S:1:pos:R:3:lowdin_spin:R:1 method="wB97M-V/def2-TZVPD" multiplicity=6 homo_ev="-1.2 / -1.7" total_charge=-2 e_lumo_ev="3.607 / 3.604" total_energy_ha=-10605.250568
Fe 0.159 0.172 -0.095 3.616
S 4.865 1.502 3.677 0.282
As 2.848 2.110 3.387 0.344
S 2.549 0.787 0.002 0.127
S 1.826 0.619 1.901 0.172
S 1.605 2.051 5.103 0.220
C -5.786 -2.960 -2.278 0.000
O -5.418 -3.057 -3.670 0.000
C -4.164 -3.491 -3.959 0.000
C -4.067 -4.526 -4.883 0.000
C -2.835 -5.029 -5.254 0.000
C -1.682 -4.487 -4.701 0.000
C -1.771 -3.435 -3.800 0.000
C -3.009 -2.919 -3.420 0.000
N -3.109 -1.801 -2.565 0.002
C -2.241 -1.503 -1.517 0.005
N -1.839 -2.626 -0.862 0.002
C -0.622 -2.937 -0.160 0.007
C 0.272 -1.986 0.350 0.029
C 1.396 -2.563 0.984 0.008
C 1.594 -3.933 1.136 0.002
C 0.670 -4.832 0.615 -0.001
C -0.423 -4.318 -0.044 0.002
O -1.380 -5.156 -0.610 0.001
C -0.859 -6.085 -1.555 0.000
N -1.936 -0.290 -1.165 0.028
C -2.640 0.735 -1.896 0.001
C -2.018 1.440 -2.925 0.001
C -2.681 2.423 -3.645 0.000
C -4.005 2.721 -3.355 0.002
C -4.649 2.022 -2.347 0.000
C -3.984 1.036 -1.630 0.001
O -4.740 0.319 -0.738 0.000
C -4.344 0.379 0.651 0.000
H -6.849 -3.189 -2.229 0.000
H -5.611 -1.972 -1.869 0.000
H -5.235 -3.691 -1.679 0.000
H -4.989 -4.935 -5.286 0.000
H -2.775 -5.846 -5.966 0.000
H -0.705 -4.864 -4.989 0.000
H -0.875 -2.959 -3.408 0.000
H -3.679 -1.037 -2.886 0.000
H -2.260 -3.464 -1.220 0.000
H 2.159 -1.910 1.389 0.004
H 2.469 -4.300 1.664 0.000
H 0.795 -5.905 0.716 0.000
H -0.322 -6.899 -1.064 0.000
H -0.179 -5.591 -2.252 0.000
H -1.701 -6.498 -2.108 0.000
H -0.996 1.180 -3.168 0.000
H -2.145 2.965 -4.417 0.000
H -4.530 3.501 -3.896 0.000
H -5.684 2.228 -2.084 0.000
H -5.084 -0.200 1.202 0.000
H -4.352 1.410 1.006 0.000
H -3.356 -0.037 0.812 0.000
Cl 0.851 3.703 -2.491 0.011
Ge -0.017 2.718 -0.535 0.009
Cl 1.003 4.163 0.828 0.018
Cl -1.973 4.001 -0.539 0.017
N -1.304 -0.450 2.571 0.003
C -1.742 -0.054 3.775 0.002
C -2.087 1.270 3.658 0.002
C -1.789 1.595 2.324 0.003
N -1.309 0.543 1.667 0.029
H -0.856 -1.309 2.289 0.001
H -1.745 -0.722 4.624 0.000
H -2.439 1.931 4.437 0.000
H -1.902 2.548 1.819 0.000
C 3.882 1.617 -3.542 0.001
N 2.567 1.092 -3.210 0.004
C 2.270 -0.193 -3.169 0.011
N 3.225 -1.042 -3.648 0.007
S 0.850 -0.777 -2.485 0.025
H 3.900 2.666 -3.257 0.000
H 4.088 1.552 -4.616 0.000
H 4.671 1.093 -2.996 0.000
H 1.944 1.723 -2.717 0.000
H 3.823 -0.721 -4.392 0.000
H 2.911 -1.992 -3.714 0.000